(1)
The following is a DFT calculation (ωB97M-V with the def2-TZVPD basis set) of a molecular structure, C36H37AsF6N5O4S4Si2Tl at a distorted geometry.

Properties
* energy above the lowest of the compared OMol25 structures with the same formula, charge and spin: 101.98 kJ/mol
* lowest unoccupied orbital energy: -0.042 hartree
* F_max: 1.738 eV Å⁻¹
* electronic energy: -7147.958579 Ha
* M: 1181.456 Da
* orbital gap: 5.893 eV

Geometry as ORCA input:
```
! wB97M-V def2-TZVPD RIJCOSX def2/J DEFGRID3
* xyz 0 1
Tl 0.7612 0.6246 0.7231
N -2.0263 3.0606 -0.5430
C -0.8066 3.5184 -0.8918
N 0.3250 2.9603 -0.5735
C 1.4012 3.7137 -0.9905
C 1.0763 4.8617 -1.6368
S -0.6365 5.0332 -1.7523
C 2.7557 3.2413 -0.7398
C 3.8837 3.8984 -1.1046
S 5.2797 2.9779 -0.7007
C 4.2319 1.7350 -0.0509
N 2.9589 2.0253 -0.1183
N 4.7737 0.6321 0.5090
H -2.0588 2.1105 -0.2039
H -2.8271 3.3913 -1.0559
H 1.7249 5.6103 -2.0542
H 3.9771 4.8573 -1.5814
H 5.6953 0.3813 0.1861
H 4.1518 -0.1682 0.5616
C -1.5294 3.2366 2.6522
Si -1.4471 1.3590 2.2938
C -3.2538 0.7341 2.1939
C -0.7232 0.7148 3.9594
C -1.6160 0.8251 5.0328
C -1.2590 0.5379 6.3377
C 0.0256 0.0888 6.6045
C 0.9113 -0.0720 5.5555
C 0.5780 0.2439 4.2314
Si 2.0364 -0.0769 3.0313
C 2.6309 -1.8588 3.2481
C 3.4260 1.1384 3.4723
H -2.1181 3.4216 3.5530
H -1.9827 3.7962 1.8361
H -0.5297 3.6419 2.8162
H -3.9244 1.4011 2.7381
H -3.3483 -0.2634 2.6218
H -3.6129 0.6731 1.1645
H -2.6277 1.1643 4.8380
H -1.9726 0.6696 7.1410
H 0.3327 -0.1318 7.6185
H 1.9082 -0.4433 5.7715
H 3.2827 -1.9477 4.1188
H 3.1957 -2.1673 2.3717
H 1.8023 -2.5562 3.3676
H 3.7389 0.9782 4.5060
H 3.1097 2.1766 3.3702
H 4.2911 0.9871 2.8303
C -4.6202 2.7456 -3.2790
C -5.0341 1.8060 -2.3470
C -4.1585 0.8215 -1.9069
C -2.8567 0.7517 -2.3958
C -2.4485 1.7254 -3.3106
C -3.3178 2.7046 -3.7610
As -1.4209 -0.3940 -1.6356
C -2.4908 -1.6524 -0.5938
C -3.6572 -2.2433 -1.0753
C -4.3774 -3.1252 -0.2855
C -3.9196 -3.4596 0.9817
C -2.7346 -2.9158 1.4516
C -2.0300 -2.0142 0.6679
C -1.0849 -1.5325 -3.1932
C -1.1988 -2.9171 -3.1018
C -0.8230 -3.7294 -4.1592
C -0.3143 -3.1729 -5.3227
C -0.1833 -1.7972 -5.4197
C -0.5621 -0.9868 -4.3610
H -5.3037 3.5100 -3.6244
H -6.0414 1.8433 -1.9522
H -4.4958 0.1038 -1.1701
H -1.4186 1.7338 -3.6501
H -2.9781 3.4475 -4.4715
H -3.9924 -2.0224 -2.0821
H -5.2949 -3.5590 -0.6610
H -4.4798 -4.1527 1.5950
H -2.3557 -3.1953 2.4263
H -1.0982 -1.5970 1.0320
H -1.5791 -3.3680 -2.1958
H -0.9106 -4.8038 -4.0660
H -0.0197 -3.8052 -6.1493
H 0.2392 -1.3517 -6.3111
H -0.4346 0.0848 -4.4477
F 2.4604 -1.1149 -3.5879
C 2.4972 -0.5578 -2.3825
F 1.4991 0.3488 -2.3187
F 3.6282 0.1214 -2.2743
S 2.2224 -1.9114 -1.0848
O 2.9497 -1.4981 0.0895
O 0.8000 -1.9163 -0.8875
N 2.7561 -3.1982 -1.7835
S 4.3522 -3.3336 -1.6685
O 4.9949 -2.0519 -1.6137
O 4.8771 -4.3095 -2.5583
C 4.5575 -4.0602 0.0673
F 5.1676 -3.1928 0.8804
F 5.2922 -5.1699 0.0304
F 3.3764 -4.3736 0.6082
*
```



(2)
The following is a DFT calculation (ωB97M-V with the def2-TZVPD basis set) of a molecular structure, C36H37BeN4O5S.

Properties
* energy above the lowest of the compared OMol25 structures with the same formula, charge and spin: 76.03 kJ/mol
* lowest unoccupied orbital energy: -0.134 hartree
* F_max: 0.471 eV Å⁻¹
* electronic energy: -2402.142384 Ha
* M: 646.794 Da
* orbital gap: 6.063 eV

Geometry as ORCA input:
```
! wB97M-V def2-TZVPD RIJCOSX def2/J DEFGRID3
* xyz 1 1
Be 0.2339 0.3982 0.9854
O 6.7297 0.8969 1.9141
C 6.2935 0.7853 0.7554
O 6.7997 0.7999 -0.3773
C 4.7344 0.5842 0.7215
C 4.0352 0.6700 -0.4679
C 2.6542 0.5408 -0.4838
N 1.9661 0.3615 0.6645
C 2.6565 0.2770 1.8304
C 4.0253 0.3871 1.8936
C 1.7963 0.0515 3.0132
C 2.2486 -0.0468 4.3206
C 1.3225 -0.2746 5.3240
C -0.0244 -0.3899 5.0032
C -0.3984 -0.2506 3.6820
N 0.4941 -0.0373 2.7154
C 1.9223 0.6041 -1.7866
C 2.5931 0.3257 -2.9776
C 1.9202 0.4705 -4.1782
C 0.5935 0.8697 -4.1610
C -0.0041 1.0899 -2.9320
N 0.6365 0.9625 -1.7685
H 4.6094 0.8454 -1.3684
H 4.5909 0.3441 2.8177
H 3.3015 0.0550 4.5443
H 1.6502 -0.3605 6.3527
H -0.7696 -0.5752 5.7640
H -1.4366 -0.3046 3.3730
H 3.6270 0.0090 -2.9586
H 2.4273 0.2766 -5.1158
H 0.0335 1.0080 -5.0768
H -1.0457 1.3928 -2.8748
C -0.1849 -3.7914 -3.7353
O -0.8431 -3.9645 -2.4838
C -1.7668 -4.9336 -2.3937
C -2.2090 -5.6885 -3.4704
C -3.1240 -6.7154 -3.2775
C -3.5958 -7.0120 -2.0095
C -3.1607 -6.2595 -0.9314
C -2.2749 -5.2112 -1.1165
N -1.8069 -4.4899 0.0329
C -1.6785 -3.1958 0.2160
C -2.3560 -2.1359 -0.4204
C -3.5772 -2.2915 -1.1274
C -4.2671 -1.2052 -1.5791
C -3.7605 0.0882 -1.3281
C -2.5875 0.2751 -0.6449
C -1.8316 -0.8307 -0.1923
O -0.7054 -0.7063 0.4253
H 0.5605 -3.0229 -3.5712
H -0.8829 -3.4579 -4.5069
H 0.3048 -4.7137 -4.0550
H -1.8289 -5.4918 -4.4642
H -3.4531 -7.2974 -4.1293
H -4.2991 -7.8202 -1.8595
H -3.5234 -6.4745 0.0684
H -1.4383 -5.0773 0.7663
H -1.0062 -2.9145 1.0212
H -3.9918 -3.2820 -1.2618
H -5.2070 -1.3312 -2.1002
H -4.3200 0.9506 -1.6728
H -2.2008 1.2632 -0.4270
C -3.2907 5.0808 1.8574
C -2.1391 4.0748 1.8528
C -1.1890 4.3521 0.6955
S 0.2635 3.2685 0.6578
O -0.2702 1.9413 1.2137
C 1.2158 3.9860 2.0275
C 2.3315 4.8899 1.4975
C 3.3909 4.1254 0.6983
H -3.9708 4.8741 2.6838
H -3.8632 5.0316 0.9273
H -2.9206 6.1023 1.9729
H -2.5237 3.0599 1.7626
H -1.6068 4.1283 2.8036
H -0.7888 5.3700 0.7167
H -1.6924 4.2065 -0.2632
H 1.6261 3.1200 2.5518
H 0.5312 4.5118 2.6910
H 2.7997 5.3717 2.3561
H 1.8980 5.6881 0.8859
H 3.8263 3.3222 1.3007
H 4.2045 4.7848 0.3962
H 2.9670 3.6814 -0.2056
*
```



(3)
The following is a DFT calculation (ωB97M-V with the def2-TZVPD basis set) of a molecular structure, C36H37Br2N4O6PTi at a distorted geometry.

Properties
* energy above the lowest of the compared OMol25 structures with the same formula, charge and spin: 168.86 kJ/mol
* lowest unoccupied orbital energy (spin up / spin down): -0.031 / -0.031 hartree
* F_max: 4.185 eV Å⁻¹
* electronic energy: -8403.391497 Ha
* M: 860.363 Da
* orbital gap (spin up / spin down): 6.343 / 6.345 eV

Geometry as ORCA input:
```
! wB97M-V def2-TZVPD RIJCOSX def2/J DEFGRID3
* xyz 0 1
Ti -0.4602 -0.0970 -1.2125
C -1.9254 2.1133 -4.6933
C -1.6737 1.1058 -3.5496
O -1.2094 1.4399 -2.3427
C -2.2469 -0.1256 -3.9195
C -2.3626 -1.2417 -3.0784
C -2.8259 -2.5445 -3.6343
N -2.1709 -1.0211 -1.7440
N -2.7644 -1.7371 -0.7883
C -2.5790 -1.1263 0.3852
O -1.6746 -0.2360 0.5358
C -3.3182 -1.5936 1.5643
C -3.1208 -0.9895 2.8418
C -3.5187 -1.7125 3.9362
C -3.9997 -3.0290 3.7860
C -4.2686 -3.5721 2.5276
C -3.9941 -2.7807 1.4325
H -2.7720 1.6892 -5.2313
H -1.0499 2.2703 -5.3886
H -2.2020 3.1073 -4.4161
H -2.8016 -0.1908 -4.8247
H -2.5546 -3.3559 -2.9977
H -2.4288 -2.7261 -4.6927
H -3.9212 -2.5459 -3.7162
H -2.5500 -0.0573 2.9907
H -3.4223 -1.2623 4.9612
H -4.1958 -3.5649 4.6571
H -4.7251 -4.5272 2.4986
H -4.3387 -3.0036 0.4247
C -3.8371 3.7186 0.3928
C -2.5781 3.9503 -0.3272
C -2.4833 5.1072 -1.1136
C -1.2555 5.4256 -1.6702
C -0.1257 4.7056 -1.3422
C 1.2235 5.1629 -1.5136
Br 1.6408 6.7373 -2.3806
C 2.1871 4.4972 -0.7396
C 2.0087 3.1380 -0.3950
Br 3.4467 2.1089 0.2445
C 0.7258 2.5888 -0.5433
O 0.5291 1.2589 -0.4806
C -0.3900 3.4620 -0.7382
N -1.5694 3.1437 -0.1745
H -4.6242 4.5368 0.2304
H -3.6293 3.6250 1.4723
H -4.2792 2.7318 0.0606
H -3.3256 5.7562 -1.2238
H -1.2174 6.3679 -2.3084
H 3.0332 5.1050 -0.5296
C 3.5100 2.4891 4.2439
P 4.9285 1.6863 3.3326
C 4.6420 -0.0730 3.8159
C 6.2200 2.2166 4.5542
H 3.2904 1.8411 5.1125
H 2.5651 2.4755 3.6181
H 3.6144 3.4998 4.6079
H 4.4090 -0.1209 4.9071
H 5.6068 -0.6527 3.7472
H 3.8167 -0.5970 3.2892
H 6.8830 2.8745 3.9988
H 6.6946 1.2495 4.9284
H 5.8225 2.7751 5.3738
O 1.3724 -1.1357 1.4941
C 0.9736 -2.0829 0.8750
N 0.1787 -2.0301 -0.3130
C -0.0942 -3.3337 -0.7447
O -0.8659 -3.6020 -1.6687
C 0.4314 -4.2795 0.2947
C 0.3112 -5.6290 0.3911
C 0.7160 -6.2585 1.5986
C 1.3209 -5.5121 2.6191
C 1.5789 -4.1073 2.4435
C 1.0507 -3.5270 1.3312
H -0.0908 -6.1574 -0.4636
H 0.5722 -7.3335 1.7951
H 1.6685 -6.0829 3.4866
H 2.1568 -3.5066 3.1333
C 1.8798 -0.8496 -4.7295
C 1.6934 -0.7256 -3.2449
C 2.8602 -0.4529 -2.3813
O 0.5121 -0.7817 -2.7895
H 2.9399 -0.6553 -4.9496
H 1.1602 -0.3117 -5.3639
H 1.7813 -1.9009 -4.9426
H 2.5895 -0.7420 -1.3739
H 3.1929 0.5925 -2.4862
H 3.7026 -1.0711 -2.7722
*
```



(4)
The following is a DFT calculation (ωB97M-V with the def2-TZVPD basis set) of a molecular structure, C36H37BrGeN4O2RbS.

Properties
* energy above the lowest of the compared OMol25 structures with the same formula, charge and spin: 15.80 kJ/mol
* lowest unoccupied orbital energy (spin up / spin down): 0.007 / -0.037 hartree
* F_max: 0.608 eV Å⁻¹
* electronic energy: -6836.681241 Ha
* M: 827.767 Da
* orbital gap (spin up / spin down): 7.340 / 6.163 eV

Geometry as ORCA input:
```
! wB97M-V def2-TZVPD RIJCOSX def2/J DEFGRID3
* xyz 0 2
Rb 0.2519 -0.0635 1.7894
O -0.1575 0.5150 4.8070
C -1.0559 1.3976 5.3635
C -1.1391 1.5082 6.7460
C -2.0371 2.3845 7.3383
C -2.8656 3.1572 6.5432
C -2.7721 3.0405 5.1610
C -1.8802 2.1757 4.5432
C -1.7862 2.1292 3.0128
O -0.5761 2.1632 2.5229
N -2.5733 0.8225 2.6646
N -2.5564 0.4708 1.3751
C -3.5678 -0.0973 0.8401
C -3.5244 -0.6237 -0.5129
Br -1.7961 -0.8725 -1.2800
C -4.5834 -1.0169 -1.2236
C -5.9853 -0.8282 -0.8059
C -6.8951 -1.8799 -0.9305
C -8.2195 -1.7173 -0.5573
C -8.6625 -0.4943 -0.0709
C -7.7755 0.5672 0.0288
C -6.4483 0.4037 -0.3405
H 0.3767 0.1564 5.5250
H -0.4901 0.8954 7.3666
H -2.0806 2.4555 8.4182
H -3.5700 3.8480 6.9883
H -3.4035 3.6548 4.5270
H -2.4598 2.9316 2.6230
H -3.5026 0.8450 3.0888
H -4.5041 -0.2503 1.3793
H -4.4193 -1.5205 -2.1693
H -6.5516 -2.8341 -1.3128
H -8.9102 -2.5459 -0.6486
H -9.6982 -0.3657 0.2167
H -8.1196 1.5300 0.3849
H -5.7599 1.2392 -0.2894
C 2.1758 -2.6405 0.5061
Ge 2.0774 -1.8687 -1.3006
C 1.1232 -3.0604 -2.5039
C 0.0868 -3.8534 -2.0066
C -0.6349 -4.6910 -2.8432
C -0.3345 -4.7467 -4.1984
C 0.6931 -3.9629 -4.7087
C 1.4140 -3.1278 -3.8682
C 3.8439 -1.3098 -1.9236
C 4.9463 -1.7069 -1.2071
C 6.2469 -1.2754 -1.5443
C 6.4344 -0.4355 -2.6044
C 5.3277 0.0183 -3.3666
C 5.5002 0.9169 -4.4482
C 4.4237 1.3840 -5.1506
C 3.1217 0.9710 -4.8011
C 2.9266 0.0995 -3.7649
C 4.0189 -0.4103 -3.0192
H 2.4495 -3.6965 0.4360
H 1.2221 -2.5901 1.0275
H 2.9197 -2.0972 1.0870
H -0.1679 -3.8148 -0.9523
H -1.4344 -5.2987 -2.4376
H -0.8988 -5.3968 -4.8545
H 0.9360 -4.0037 -5.7631
H 2.2204 -2.5284 -4.2810
H 4.8280 -2.3605 -0.3501
H 7.0897 -1.6116 -0.9550
H 7.4280 -0.0965 -2.8741
H 6.5055 1.2305 -4.7060
H 4.5663 2.0735 -5.9732
H 2.2714 1.3486 -5.3552
H 1.9172 -0.2023 -3.5037
C 3.6868 2.7214 -1.3521
N 3.8947 1.6866 -0.3608
C 3.4645 1.7466 0.9137
S 3.7321 0.4514 1.9709
N 2.8078 2.8525 1.2825
C 2.3437 3.1297 2.6387
H 4.1619 2.4189 -2.2825
H 4.1360 3.6660 -1.0325
H 2.6249 2.8819 -1.5611
H 4.3173 0.8128 -0.6333
H 2.6534 3.5677 0.5937
H 1.6978 2.3354 3.0001
H 1.7445 4.0354 2.6037
H 3.1890 3.2562 3.3156
*
```



(5)
The following is a DFT calculation (ωB97M-V with the def2-TZVPD basis set) of a molecular structure, C36H37BrIN5O2SSiTc at a distorted geometry.

Properties
* energy above the lowest of the compared OMol25 structures with the same formula, charge and spin: 80.00 kJ/mol
* lowest unoccupied orbital energy (spin up / spin down): -0.015 / -0.042 hartree
* F_max: 1.204 eV Å⁻¹
* electronic energy: -5458.548412 Ha
* M: 936.686 Da
* orbital gap (spin up / spin down): 7.012 / 6.482 eV

Geometry as ORCA input:
```
! wB97M-V def2-TZVPD RIJCOSX def2/J DEFGRID3
* xyz 0 4
Tc 0.8881 0.1291 -0.5907
C 0.7834 5.4075 1.8132
C 1.7623 5.0208 0.7174
N 1.0765 4.4741 -0.4602
C 1.1084 3.2056 -0.8912
S 2.3229 2.0994 -0.2854
N 0.2603 2.8857 -1.8553
N 0.4027 1.5626 -2.1641
C 0.1514 1.1607 -3.3471
C -0.3618 2.0438 -4.4283
C 0.4876 -0.2585 -3.5958
C 0.0938 -0.9128 -4.7396
C 0.4862 -2.2339 -4.9314
C 1.2857 -2.8417 -3.9873
C 1.6399 -2.1222 -2.8556
N 1.2382 -0.8679 -2.6523
H 1.3200 5.8422 2.6617
H 0.2376 4.5284 2.1657
H 0.0619 6.1495 1.4512
H 2.4502 4.2669 1.0820
H 2.3502 5.8859 0.4102
H 0.3378 5.0296 -0.8656
H -0.3942 3.0681 -4.0776
H -1.3725 1.7380 -4.7176
H 0.2782 1.9759 -5.3109
H -0.5124 -0.3969 -5.4729
H 0.1687 -2.7742 -5.8155
H 1.6265 -3.8636 -4.1010
H 2.2601 -2.5612 -2.0901
I 4.2800 -0.4650 -1.3159
C 4.1828 -1.5743 0.4524
C 5.3913 -2.1021 0.8077
C 5.5116 -2.8983 1.9607
C 4.3985 -3.1482 2.7008
C 3.1319 -2.6198 2.3366
C 2.0158 -2.9644 3.1365
C 0.7805 -2.5087 2.8079
C 0.6283 -1.6550 1.7021
C 1.6615 -1.2379 0.8836
C 2.9692 -1.7753 1.1846
H 6.2641 -1.9108 0.1951
H 6.4769 -3.3081 2.2379
H 4.4518 -3.7694 3.5901
H 2.1727 -3.6043 4.0011
H -0.0887 -2.7764 3.3997
H -0.3730 -1.3036 1.5058
C -2.6203 2.9546 0.5412
Si -2.0302 1.1822 0.3473
C -2.5210 0.9020 -1.4413
C -3.0563 -0.0158 1.3399
N -0.3090 1.0206 0.8122
C 0.0304 1.4015 2.1436
C 1.3342 1.4417 2.6709
C 1.5950 1.8606 3.9677
C 0.5721 2.2256 4.8321
C -0.7290 2.1244 4.3688
C -0.9896 1.7167 3.0679
H -3.6782 2.9898 0.2362
H -2.0550 3.5828 -0.1608
H -2.5410 3.4018 1.5345
H -3.6074 0.7229 -1.4228
H -2.0561 0.0351 -1.9113
H -2.3299 1.8011 -2.0398
H -4.1208 0.1200 1.0997
H -2.9320 0.0907 2.4231
H -2.7806 -1.0421 1.0631
H 2.1666 1.1286 2.0770
H 2.6260 1.8808 4.3073
H 0.7803 2.5520 5.8438
H -1.5625 2.3531 5.0265
H -2.0259 1.6136 2.7810
Br -6.6093 -4.5377 -1.4783
C -4.8292 -3.9069 -1.3166
C -4.4868 -2.6975 -1.8955
C -3.1851 -2.2326 -1.7587
C -2.2369 -2.9808 -1.0726
C -2.5972 -4.1994 -0.5134
C -3.9012 -4.6657 -0.6216
C -0.8136 -2.5125 -0.9426
O 0.0772 -3.3392 -0.8766
O -0.7059 -1.1943 -0.8836
H -5.2260 -2.1269 -2.4403
H -2.9044 -1.2786 -2.1852
H -1.8417 -4.7835 0.0018
H -4.1925 -5.6081 -0.1764
*
```



Question: Look up the electronic energy of the fourth one.
Answer: -6836.681241 Ha